# 1
C29H32BN6O2S2 | ωB97M-V/def2-TZVPD

## Properties
LUMO energy = 2.06 eV
2S+1 = 1
charge = -1
gap between HOMO and LUMO = 0.2466 Eh
total energy = -2424.447622 Ha
maximum force = 10.22 eV Å⁻¹

```
72
Properties=species:S:1:pos:R:3:forces:R:3
C -0.8730 -3.7768 -0.6159 -1.4 -1.2 0.4
B 0.6239 -3.0685 -0.8840 -0.3 -0.8 -0.4
N 0.6335 -1.9217 0.1528 3.5 -2.6 9.3
C 1.1182 -2.5168 1.3247 -4.5 2.2 -4.9
S 1.0393 -3.4354 2.7939 0.6 2.5 -3.3
O 0.9210 -2.7141 -2.3043 1.0 -2.4 -1.2
C 1.8968 -3.7589 -2.7605 1.7 0.2 2.9
C 2.8828 -3.6778 -1.4124 -1.9 -1.2 -1.9
S 3.6163 -1.9390 -1.5973 0.8 0.8 0.2
O 1.8156 -3.8545 -0.4066 3.4 -0.6 -2.2
H -1.5792 -3.7049 -1.5606 1.3 -0.2 1.8
H -1.4351 -3.2775 0.3037 1.1 -1.0 -2.0
H -0.7638 -4.9265 -0.3148 -0.3 2.3 -0.8
H 2.6523 -3.4738 -3.6077 -2.3 -0.4 0.9
H 1.5068 -4.8841 -2.7172 0.4 2.5 -0.7
H 3.8165 -4.3925 -1.3771 -2.3 1.0 0.4
H 4.0200 -1.7176 -2.9476 -0.8 -1.0 1.5
N -2.8789 -1.5904 4.1742 0.6 0.3 0.8
C -1.6068 -1.1916 3.9547 -0.7 -0.5 -0.1
C -0.7640 -0.7219 4.9492 -0.1 0.1 0.3
C -1.2544 -0.6521 6.2489 0.0 0.0 -0.1
C -2.5611 -1.0539 6.5063 0.3 0.1 -0.1
C -3.3264 -1.5129 5.4463 0.0 -0.2 -0.9
H -1.2716 -1.2619 2.9240 0.1 0.0 0.1
H 0.2500 -0.4174 4.7160 -0.1 -0.1 0.0
H -0.6236 -0.2880 7.0546 -0.1 0.0 -0.1
H -2.9731 -1.0113 7.5081 0.0 -0.1 -0.1
H -4.3510 -1.8414 5.5968 0.1 0.1 0.1
N -3.4684 2.6503 4.1266 0.1 0.4 -0.9
C -3.6319 3.8882 3.6105 0.1 -0.8 0.4
C -3.4860 4.1877 2.2655 0.0 -0.2 -0.1
C -3.1480 3.1573 1.3946 0.0 -0.1 0.0
C -2.9711 1.8719 1.8963 -0.1 0.3 -0.2
C -3.1424 1.6700 3.2564 -0.2 0.4 0.8
H -3.8918 4.6587 4.3305 0.0 0.0 -0.1
H -3.6319 5.1999 1.9058 0.0 -0.1 0.0
H -3.0238 3.3540 0.3337 0.0 0.0 0.1
H -2.7070 1.0475 1.2438 0.0 0.0 0.1
H -3.0189 0.6841 3.6956 -0.1 0.3 -0.2
N 4.1360 1.5746 -2.8970 0.2 0.4 -1.0
C 5.3210 2.0695 -3.3167 -0.8 -0.4 0.3
C 5.5557 2.5171 -4.6070 -0.2 0.0 -0.1
C 4.5141 2.4506 -5.5263 -0.1 0.0 0.0
C 3.2823 1.9441 -5.1246 0.4 0.2 -0.1
C 3.1432 1.5242 -3.8115 0.5 -0.1 0.8
H 6.1031 2.0977 -2.5636 0.0 0.0 -0.1
H 6.5271 2.9075 -4.8884 -0.1 -0.1 0.0
H 4.6607 2.7909 -6.5472 0.0 -0.1 0.1
H 2.4508 1.8786 -5.8171 0.0 0.0 0.1
H 2.2003 1.1247 -3.4487 0.1 0.0 0.0
N -6.0503 -0.5229 7.1339 -0.7 0.8 0.5
C -7.3927 -0.6624 7.1955 0.9 0.0 -0.1
C -8.2484 0.3184 7.6707 0.1 0.2 0.1
C -7.6960 1.5153 8.1144 0.0 0.0 0.0
C -6.3166 1.6882 8.0654 -0.4 -0.1 0.0
C -5.5432 0.6507 7.5700 -0.2 -0.8 -0.3
H -7.7753 -1.6151 6.8409 0.0 0.1 0.0
H -9.3196 0.1530 7.6948 0.1 0.0 0.0
H -8.3349 2.3068 8.4949 0.1 -0.1 0.0
H -5.8551 2.6089 8.4041 0.0 -0.1 -0.1
H -4.4622 0.7387 7.5081 -0.1 0.1 0.0
N 5.9352 0.6309 -7.9667 0.0 0.0 -1.1
C 7.0589 0.6555 -8.7165 -0.8 0.0 0.6
C 7.0629 0.5986 -10.1010 -0.3 0.0 -0.1
C 5.8412 0.5069 -10.7594 0.0 0.0 0.0
C 4.6666 0.4776 -10.0147 0.3 0.0 -0.2
C 4.7642 0.5433 -8.6341 0.7 0.1 0.6
H 7.9870 0.7243 -8.1565 0.0 0.0 -0.1
H 7.9958 0.6247 -10.6525 -0.1 0.0 0.1
H 5.8045 0.4590 -11.8439 0.0 0.0 0.1
H 3.6987 0.4061 -10.4978 0.1 0.0 0.1
H 3.8758 0.5275 -8.0090 0.0 0.0 0.0
```
Positions in Å, forces in eV/Å.

=====

# 2
C29H32BrN2O4S3SbSe4V | ωB97M-V/def2-TZVPD

## Properties
LUMO energy (alpha / beta) = 3.78 / 3.30 eV
⟨S²⟩ = 3.796
2S+1 = 4
charge = -2
energy above the lowest of the compared OMol25 structures with the same formula, charge and spin = 493.3 kJ/mol
gap between HOMO and LUMO (alpha / beta) = 0.2066 / 0.1944 Eh
total energy = -16093.379814 Ha
maximum force = 5.28 eV Å⁻¹

```
77
Properties=species:S:1:pos:R:3:forces:R:3
V 0.8220 0.6971 0.4926 -0.4 -1.4 1.6
C 0.3694 -1.0102 -3.9801 0.1 0.0 0.2
C 0.3980 -1.7153 -2.6502 0.7 0.2 -0.1
N -0.6813 -1.8034 -1.9880 -0.5 -0.2 0.3
N -0.6851 -2.5850 -0.8650 0.4 -0.2 -0.2
C -0.9138 -2.2125 0.3170 0.0 0.3 0.2
S -1.1539 -0.6579 1.1098 -0.4 -0.6 0.5
S -1.0050 -3.5268 1.5375 -0.1 0.0 -0.1
C -0.3196 -4.9613 0.6504 -0.2 0.1 -0.1
C -0.9669 -5.3537 -0.6582 0.0 0.0 0.1
C -2.3361 -5.5763 -0.7443 0.0 -0.1 -0.1
C -2.9281 -5.8832 -1.9633 0.1 0.0 0.0
C -2.1531 -5.9792 -3.1133 0.0 0.0 0.1
C -0.7794 -5.7877 -3.0274 0.0 0.0 0.1
C -0.1922 -5.4826 -1.8063 0.0 -0.1 -0.1
C 1.7193 -2.2044 -2.1285 -0.5 -0.4 -0.6
C 2.4621 -3.1351 -2.8549 -0.1 0.0 0.1
C 3.5924 -3.7423 -2.3210 -0.1 0.1 0.1
C 3.9918 -3.3933 -1.0314 -0.1 0.2 0.0
C 3.3004 -2.4257 -0.3147 0.2 -0.2 -0.1
C 2.1648 -1.8132 -0.8647 0.1 0.4 0.4
O 1.5467 -0.8614 -0.2060 0.3 -0.2 0.4
H 0.5234 0.0614 -3.8210 0.0 0.0 0.0
H 1.1901 -1.3475 -4.6176 -0.1 -0.1 0.0
H -0.5893 -1.1355 -4.4752 -0.1 0.0 0.0
H 0.7426 -4.7677 0.5059 0.0 -0.1 -0.1
H -0.4394 -5.7628 1.3847 0.1 -0.1 0.0
H -2.9454 -5.4690 0.1465 0.0 0.1 0.0
H -4.0015 -6.0245 -2.0208 0.0 0.0 0.0
H -2.6198 -6.1771 -4.0715 0.0 0.0 0.0
H -0.1644 -5.8518 -3.9179 0.0 0.0 0.0
H 0.8760 -5.3030 -1.7463 0.0 0.1 0.0
H 2.1064 -3.4185 -3.8411 0.0 0.0 0.0
H 4.1408 -4.4840 -2.8900 0.0 0.0 0.0
H 4.8544 -3.8719 -0.5808 0.0 0.0 0.0
H 3.6240 -2.1029 0.6662 0.0 0.0 0.0
C -3.8012 1.5513 3.3269 -0.1 0.0 -0.1
C -3.7207 2.8227 2.4760 0.2 -0.2 0.0
C -2.5602 2.7995 1.4770 -0.4 -0.1 0.1
S -0.9709 2.3613 2.1696 0.3 0.9 0.1
O 0.0628 2.9445 1.1898 -0.5 -0.9 1.0
C -0.8932 3.5448 3.5426 0.1 0.0 -0.1
C -0.9917 4.9926 3.0797 0.1 0.0 0.1
C -0.2930 5.9481 4.0455 -0.1 0.0 0.0
H -4.7492 1.5080 3.8694 0.0 0.0 0.0
H -2.9981 1.4924 4.0637 0.0 0.0 0.0
H -3.7275 0.6632 2.6957 0.0 0.0 0.0
H -3.6653 3.7081 3.1148 0.0 0.0 0.0
H -4.6307 2.9072 1.8794 0.0 0.1 0.0
H -2.4261 3.7223 0.9144 -0.1 0.0 0.0
H -2.7506 1.9963 0.7638 0.1 0.1 -0.2
H 0.0918 3.3369 3.9675 0.0 0.0 0.1
H -1.6492 3.2709 4.2805 0.0 0.0 0.0
H -2.0383 5.2806 2.9709 0.0 0.0 0.0
H -0.5304 5.0699 2.0936 0.0 0.0 0.0
H -0.6490 5.8107 5.0709 0.0 0.0 0.0
H -0.4747 6.9875 3.7618 0.0 0.0 0.0
H 0.7871 5.7819 4.0406 0.0 0.0 0.0
Se -3.2762 0.5977 -4.2350 0.4 -0.1 0.0
Sb -1.9471 2.1580 -2.8953 -0.5 1.1 -0.1
Se -0.8171 2.8865 -4.9690 0.0 -0.3 0.0
Se -3.3568 3.9390 -2.0046 0.2 -0.2 0.2
Se -0.4826 1.2871 -1.1001 -2.5 1.4 -4.4
Br 2.9687 2.6182 -3.0680 0.0 0.0 -0.2
C 2.9304 2.8353 -1.1993 -0.1 -0.3 0.0
C 2.8677 4.0917 -0.6613 0.1 0.2 0.2
C 2.8454 4.2354 0.7317 0.0 0.2 -0.3
C 2.7796 3.1365 1.5401 0.0 -0.6 0.0
C 2.8032 1.8372 0.9882 0.0 -0.2 0.1
C 2.9170 1.6780 -0.4077 0.9 0.5 0.8
C 2.5340 0.6257 1.9511 0.1 0.9 0.9
O 3.3971 -0.1849 2.1845 0.3 -0.2 0.3
O 1.2813 0.6542 2.4184 2.2 -0.1 -0.9
H 2.8471 4.9577 -1.3088 0.0 0.0 0.0
H 2.8204 5.2288 1.1634 0.0 0.0 0.0
H 2.6968 3.2460 2.6124 -0.1 0.0 0.0
H 3.2188 0.7388 -0.8462 -0.5 -0.2 0.0
```
Positions in Å, forces in eV/Å.

=====

# 3
C29H32CaF10N13O2S | ωB97M-V/def2-TZVPD

## Properties
LUMO energy = 1.80 eV
2S+1 = 1
charge = -1
energy above the lowest of the compared OMol25 structures with the same formula, charge and spin = 37.6 kJ/mol
gap between HOMO and LUMO = 0.2285 Eh
total energy = -4061.017707 Ha
maximum force = 1.94 eV Å⁻¹

```
88
Properties=species:S:1:pos:R:3:forces:R:3
Ca 0.2460 -0.3176 -0.8182 -0.3 -0.1 -0.1
C 0.6732 -1.9032 4.1630 0.0 0.0 -0.1
N 0.9751 -1.7115 2.7548 0.2 -0.3 0.1
C 1.7007 -2.8394 2.1803 -0.1 -0.2 -0.3
C 1.4552 -2.9692 0.6633 0.5 -0.1 0.2
N 1.9148 -1.8646 -0.1395 -0.8 0.0 0.3
C 3.1509 -1.8029 -0.5790 1.4 -0.1 -0.3
C 3.5039 -0.7536 -1.4809 0.1 -0.2 0.1
F 2.5153 0.1009 -1.8767 0.0 -0.2 0.2
C 4.7586 -0.5318 -1.9917 0.2 0.1 -0.1
F 4.9578 0.5084 -2.8197 0.0 -0.2 0.2
C 5.8165 -1.3743 -1.6598 -0.1 0.0 0.1
F 7.0667 -1.1542 -2.1281 -0.3 -0.1 0.0
C 5.5413 -2.4358 -0.8075 0.3 0.2 -0.2
F 6.5358 -3.2813 -0.4608 -0.2 0.2 -0.1
C 4.2771 -2.6463 -0.2977 -0.4 0.1 0.1
F 4.1611 -3.7119 0.5528 -0.1 0.2 -0.1
C 1.6588 -0.4371 2.5253 0.0 0.3 0.2
C 0.6921 0.7156 2.1716 0.3 0.2 0.2
N 0.8769 1.2005 0.8260 -0.4 -0.3 0.1
C 1.8180 2.0934 0.5898 0.9 1.1 0.0
C 1.8742 2.7163 -0.6934 -0.1 0.1 0.1
F 0.9464 2.3431 -1.6155 0.2 -0.1 0.3
C 2.7589 3.7040 -1.0519 0.2 0.2 0.0
F 2.6957 4.2551 -2.2783 0.0 -0.1 0.2
C 3.7055 4.1753 -0.1439 0.0 -0.1 0.1
F 4.5588 5.1737 -0.4721 -0.2 -0.2 0.0
C 3.7203 3.6000 1.1188 0.2 0.3 -0.2
F 4.6218 4.0254 2.0315 -0.2 -0.1 -0.3
C 2.8233 2.6102 1.4686 -0.2 -0.2 0.0
F 2.9630 2.1243 2.7389 0.0 0.0 -0.2
H 0.0985 -2.8228 4.3002 0.0 0.0 0.0
H 0.0738 -1.0629 4.5163 0.0 0.0 0.1
H 1.5743 -1.9699 4.7913 0.0 0.0 0.0
H 1.3318 -3.7603 2.6451 0.0 0.0 0.0
H 2.7775 -2.7667 2.3835 0.0 -0.1 0.0
H 0.3735 -3.0353 0.5037 -0.1 -0.2 0.1
H 1.9066 -3.9203 0.3483 -0.2 0.0 0.0
H 2.3256 -0.5578 1.6724 0.0 0.0 0.2
H 2.2667 -0.1767 3.4009 0.0 0.0 0.0
H 0.7903 1.5299 2.9019 -0.2 -0.1 0.0
H -0.3351 0.3525 2.2240 -0.1 0.0 0.2
N -1.7033 -1.6559 1.8846 0.0 0.3 0.0
N -2.4268 -2.8407 1.8699 0.1 -0.1 0.6
C -3.1151 -3.1987 0.7696 -0.8 -0.4 -0.7
N -3.9926 -4.2117 0.8658 -0.1 -0.3 0.0
N -2.8865 -2.5020 -0.3194 1.3 1.1 0.9
N -3.5083 -2.7297 -1.4698 -0.5 -0.3 -0.3
O -4.2181 -3.7324 -1.6218 -0.5 -0.6 -0.4
O -3.3357 -1.9133 -2.3363 0.0 0.2 -0.3
H -0.6955 -1.7873 2.0781 -0.2 -0.1 0.2
H -2.1103 -0.9865 2.5303 0.0 -0.1 -0.1
H -2.6036 -3.3466 2.7368 0.1 0.2 -0.4
H -4.1850 -4.6916 1.7264 0.1 0.1 0.0
H -4.4343 -4.4849 -0.0134 0.2 0.1 0.3
S -0.8862 0.2179 -3.1942 -0.5 1.4 -0.2
C -0.4094 -1.3679 -3.5266 0.0 -0.6 -0.4
C -0.4915 -1.9061 -4.8327 0.0 -0.1 0.1
C -0.1016 -3.1993 -5.0579 0.1 -0.1 0.2
C 0.3733 -3.9607 -3.9842 0.0 0.0 0.0
C 0.4295 -3.3583 -2.7434 0.2 -0.6 -0.1
N 0.0557 -2.1098 -2.5045 -0.2 0.1 -0.2
H -0.8653 -1.2752 -5.6243 0.0 0.0 0.0
H -0.1518 -3.6303 -6.0511 0.0 0.0 0.0
H 0.6888 -4.9840 -4.1238 0.0 0.0 0.1
H 0.7986 -3.9056 -1.8851 0.1 -0.1 0.1
C -3.4616 1.9527 0.7415 -0.2 -0.1 0.1
N -4.4144 3.0685 0.7198 -0.2 -0.1 0.1
C -3.8140 4.1815 1.4498 -0.1 0.1 0.2
N -2.5303 4.5887 0.8925 0.2 0.2 0.2
C -1.6314 3.4329 0.9149 0.2 0.0 0.1
N -2.1747 2.3083 0.1652 0.1 -0.3 0.0
C -2.4045 2.7320 -1.2160 0.0 -0.1 -0.2
N -3.3175 3.8750 -1.2812 0.0 0.1 -0.4
C -4.5803 3.4945 -0.6713 -0.2 0.0 0.0
C -2.7431 4.9627 -0.5049 0.0 0.2 0.0
H -3.8838 1.1194 0.1738 0.0 0.0 0.1
H -3.3197 1.6519 1.7857 0.0 -0.1 -0.1
H -3.6742 3.8839 2.4949 0.0 0.0 -0.1
H -4.4981 5.0367 1.4145 0.0 -0.1 0.0
H -1.4778 3.1311 1.9564 0.1 0.0 -0.1
H -0.6687 3.7231 0.4886 0.0 -0.1 0.0
H -2.8283 1.8953 -1.7759 0.0 0.0 0.0
H -1.4545 3.0096 -1.6713 0.0 0.0 0.0
H -5.0204 2.6749 -1.2448 0.0 0.0 0.0
H -5.2621 4.3532 -0.6880 0.0 -0.1 -0.1
H -3.4242 5.8198 -0.5313 0.1 0.0 -0.1
H -1.7847 5.2447 -0.9461 0.0 0.0 0.0
```
Positions in Å, forces in eV/Å.